Entry from OMol25: a cluster of 2 separate species, C5H8N4O3 in total (ωB97M-V/def2-TZVPD).

The SMILES is O=C1C=NN=C1.NCC(=O)NO. As for the molar mass: 172.1 g/mol. The energy is -639.88374 Eh. The value obtained for the relative energy (zero: lowest compared OMol25 entry of this formula, charge and spin) is 104.4 kcal/mol. Its multiplicity is 1. As for the LUMO energy: -0.0747 Eh. For the HOMO-LUMO gap, the calculation gives 6.590 eV.

Each line ends with the natural charge from an NBO analysis.
Atoms and positions in Å:
O (-4.84871, -0.63025, -0.58243)  -0.405
C (-3.79234, -0.28736, -0.16794)  0.465
C (-2.71985, -0.82168, 0.65641)  -0.024
N (-1.78014, -0.08640, 0.75898)  -0.214
N (-1.93095, 1.08090, 0.03031)  -0.236
C (-3.10503, 1.06404, -0.52783)  -0.029
H (-2.78928, -1.85702, 0.94725)  0.213
H (-3.32078, 1.88697, -1.19300)  0.224
N (0.75161, -0.46994, -0.58245)  -0.852
C (1.54397, -0.87776, 0.56077)  -0.303
C (2.95033, -0.63182, -0.01914)  0.659
O (3.42195, -1.49636, -0.73185)  -0.553
N (3.35949, 0.73721, -0.02232)  -0.378
O (2.24603, 1.65221, 0.08983)  -0.576
H (1.08738, 0.42392, -0.99538)  0.388
H (-0.26534, -0.61505, -0.54618)  0.378
H (1.38680, -0.26622, 1.48479)  0.170
H (1.48435, -1.94339, 0.83372)  0.214
H (3.86632, 0.98388, -0.88262)  0.376
H (2.45417, 2.15411, 0.88908)  0.482